56
Properties=species:S:1:pos:R:3:forces:R:3:mulliken_charge:R:1 method="wB97M-V/def2-TZVPD" homo_energy_ev=-8.24 homo_lumo_gap_ev=4.141 total_charge=+1
C 2.458 0.967 -4.478 -0.03 1.26 -0.41 -0.85
C 2.368 0.016 -3.304 0.06 -0.52 1.03 -0.21
N 2.260 0.829 -2.008 0.02 0.37 -0.40 -0.31
C 2.219 -0.040 -0.752 0.35 0.67 0.06 -1.54
C 1.021 -0.912 -0.678 -1.15 -0.70 0.43 0.10
C -0.160 -0.601 -0.065 1.15 0.79 -0.91 -0.48
C -1.270 -1.485 -0.128 -1.33 -0.98 0.13 0.75
C -1.121 -2.708 -0.784 0.63 -0.38 -0.27 0.40
O 0.099 -3.089 -1.312 -0.72 0.59 0.42 -0.41
C 1.170 -2.239 -1.293 1.66 -0.77 -0.99 0.30
O 2.199 -2.628 -1.834 -1.48 0.66 0.88 -0.62
C -2.165 -3.620 -0.953 -0.13 0.05 -0.04 -0.57
C -3.417 -3.312 -0.451 0.00 0.02 -0.27 -0.26
C -3.634 -2.078 0.183 0.33 0.25 0.41 -1.28
C -2.563 -1.198 0.386 0.00 0.28 -0.45 -1.27
C 1.018 1.721 -2.094 0.28 -0.65 0.77 -0.06
C 1.133 2.628 -3.301 0.76 0.33 -1.09 -0.86
N 2.405 2.386 -4.034 -0.02 -0.23 0.47 -0.19
C 3.548 2.658 -3.120 -0.67 0.30 -1.19 -0.76
C 3.503 1.728 -1.930 -0.31 -0.82 0.79 -0.34
H 3.404 0.816 -5.016 -0.34 0.07 0.04 0.27
H 1.619 0.799 -5.165 0.33 0.07 0.08 0.37
H 1.487 -0.634 -3.370 0.27 0.16 0.18 0.31
H 3.265 -0.611 -3.204 -0.40 0.09 0.10 0.51
H 3.140 -0.640 -0.756 -0.31 0.16 -0.05 0.52
H 2.255 0.671 0.089 -0.09 -0.29 -0.27 0.47
H -0.319 0.377 0.381 0.03 -0.12 0.09 1.49
H -1.984 -4.534 -1.515 0.02 0.15 0.24 0.50
H -4.250 -4.002 -0.586 0.28 0.17 0.01 0.43
H -4.639 -1.835 0.568 0.43 0.02 -0.34 0.75
H -2.698 -0.254 0.929 0.05 -0.21 -0.22 0.56
H 0.145 1.062 -2.166 0.31 0.12 0.18 0.23
H 0.979 2.294 -1.157 -0.04 -0.30 -0.14 0.49
H 0.304 2.442 -3.996 0.22 0.19 0.17 0.35
H 1.118 3.680 -2.986 -0.07 -0.27 -0.22 0.29
H 4.476 2.506 -3.686 -0.24 0.20 0.15 0.31
H 3.480 3.703 -2.790 0.12 -0.27 -0.22 0.33
H 3.431 2.281 -0.986 0.07 -0.29 -0.11 0.45
H 4.365 1.050 -1.914 -0.25 0.12 0.22 0.48
C -1.252 2.218 4.303 0.10 -0.07 -0.24 -1.11
Li -3.263 -2.054 2.321 0.04 0.08 0.92 0.98
C -0.232 2.068 3.323 -1.45 -1.04 0.67 -0.73
C -0.261 0.722 2.857 -0.23 0.09 0.12 -0.83
C -1.279 0.025 3.570 0.55 0.05 -0.38 0.98
C -1.915 0.961 4.485 0.76 0.55 -0.59 0.14
C -2.928 0.505 5.338 0.02 -0.13 0.15 -0.43
C -3.265 -0.847 5.355 -0.26 0.26 0.28 -0.55
C -2.612 -1.769 4.514 0.02 -0.29 -0.60 -0.85
C -1.641 -1.336 3.596 0.01 -0.06 0.01 -1.23
H -1.518 3.124 4.849 0.22 -0.24 -0.24 0.41
H 0.448 2.829 2.974 0.02 0.13 0.10 0.43
H 0.426 0.248 2.161 0.12 0.15 0.44 0.91
H -3.401 1.213 6.026 0.06 -0.34 -0.21 0.39
H -4.010 -1.217 6.064 0.23 0.17 -0.26 0.39
H -2.840 -2.839 4.603 0.11 0.27 0.08 0.67
H -1.105 -2.046 2.937 -0.11 0.15 0.50 0.75

---

47
Properties=species:S:1:pos:R:3:forces:R:3:mulliken_charge:R:1 method="wB97M-V/def2-TZVPD" homo_energy_ev=-3.06 relative_energy_kj_mol=218.95 homo_lumo_gap_ev=4.492 total_charge=-1
C -2.196 2.976 5.123 -0.02 0.06 0.23 -1.21
C -2.481 2.214 3.863 0.54 -0.37 0.07 -0.19
O -1.382 1.254 3.771 -0.92 0.83 -0.22 -0.30
C -1.519 0.412 2.744 1.23 -1.54 -0.13 0.01
C -0.176 -0.116 2.225 -2.16 0.68 2.77 0.68
C -0.411 -1.612 2.075 1.17 -0.11 0.79 0.09
O -0.222 -2.319 3.053 -0.46 0.36 -1.09 -0.63
C -0.892 -2.113 0.764 -0.20 -1.73 -0.62 -0.05
C -0.170 -1.906 -0.423 -0.04 0.07 0.46 0.16
C -0.704 -2.268 -1.652 -0.71 -0.40 -0.03 -0.54
C -1.945 -2.933 -1.671 0.81 0.55 1.91 -0.09
N -2.676 -3.032 -2.885 -1.45 -0.47 -2.60 0.93
O -3.756 -3.670 -2.876 1.87 1.08 -0.09 -0.62
O -2.233 -2.460 -3.906 -0.74 -1.10 1.88 -0.58
C -2.539 -3.386 -0.468 0.08 0.15 -0.72 -0.45
C -2.000 -2.985 0.742 0.33 0.57 -0.05 -1.03
O -2.574 0.045 2.253 -0.21 0.21 0.32 -0.71
H -2.899 3.798 5.249 -0.05 0.07 0.05 0.40
H -2.276 2.303 5.980 0.02 0.12 0.02 0.29
H -1.179 3.376 5.091 -0.11 0.03 0.01 0.29
H -3.429 1.670 3.893 0.13 0.11 -0.05 0.35
H -2.450 2.858 2.974 -0.02 -0.23 0.13 0.24
H 0.679 0.076 2.879 -0.28 -0.04 -0.11 0.65
H 0.833 -1.492 -0.365 -0.36 0.08 -0.07 0.83
H -0.198 -2.029 -2.584 -0.15 0.00 0.22 0.50
H -3.426 -4.013 -0.517 0.19 0.28 0.00 0.44
H -2.438 -3.300 1.689 0.01 0.18 -0.27 0.41
F 0.082 2.934 2.283 0.73 -0.07 -0.55 -0.22
C 0.721 2.327 1.247 -0.21 -1.00 -0.08 0.67
F 0.720 3.189 0.206 0.17 -0.17 0.96 -0.22
F 1.988 2.069 1.624 -0.11 0.77 0.16 -0.27
S -0.158 0.810 0.714 -2.03 -0.04 0.73 -0.24
N 1.288 0.828 -0.699 1.79 0.79 -2.19 0.10
C 2.490 0.148 -0.684 -1.21 1.00 -0.20 0.11
O 2.971 -0.500 0.238 -0.17 0.41 -0.53 -0.73
C 3.011 0.324 -2.070 0.76 -0.80 -0.90 0.26
C 2.056 0.994 -2.822 0.13 -0.35 -1.39 0.35
C 2.188 1.153 -4.194 0.28 0.01 0.25 -0.65
C 3.340 0.630 -4.798 0.22 -0.13 0.25 -0.38
C 4.294 -0.077 -4.038 -0.30 0.30 -0.16 -0.44
C 4.128 -0.250 -2.659 -0.18 0.33 -0.14 -0.53
C 0.875 1.254 -1.948 0.75 -0.22 0.92 0.42
O -0.225 1.705 -2.230 0.85 -0.16 -0.07 -0.75
H 1.400 1.670 -4.743 0.28 -0.21 0.00 0.45
H 3.499 0.757 -5.870 -0.04 -0.08 0.27 0.37
H 5.165 -0.502 -4.535 -0.17 0.09 0.06 0.37
H 4.824 -0.813 -2.042 -0.05 0.06 -0.20 0.46

---

70
Properties=species:S:1:pos:R:3:forces:R:3:mulliken_charge:R:1 method="wB97M-V/def2-TZVPD" homo_energy_ev=-4.02 relative_energy_kj_mol=20.84 homo_lumo_gap_ev=6.046 total_charge=-1
In -1.005 0.639 0.218 0.05 0.07 0.00 1.72
O -3.080 -0.344 2.611 -0.36 -0.08 -0.46 -0.73
S -1.873 -0.354 3.374 -0.20 0.64 0.37 1.35
O -1.582 -1.500 4.196 -0.08 -0.32 0.08 -0.71
N -0.660 -0.010 2.377 0.13 -0.21 0.14 -0.10
C 0.625 -0.176 2.844 -0.28 -0.10 0.64 0.67
C 1.004 -0.354 4.169 -0.20 -0.01 0.35 -0.73
C 2.341 -0.549 4.555 0.09 0.25 -0.58 -1.05
C 3.363 -0.533 3.629 -0.42 -0.11 0.30 -0.97
C 3.028 -0.359 2.260 -0.46 0.25 0.65 1.31
C 4.018 -0.317 1.259 -0.27 -0.37 0.45 -0.64
C 3.616 -0.206 -0.034 0.43 -0.07 -0.84 -1.35
C 2.257 -0.034 -0.345 -0.01 0.48 0.38 -0.39
N 1.333 0.048 0.583 -0.51 -0.38 -0.29 0.26
C 1.653 -0.177 1.877 1.62 0.11 0.00 -0.20
C -1.970 1.051 4.492 0.09 -0.34 -0.32 0.13
C -2.139 0.832 5.850 -0.06 -0.17 -0.25 -0.34
C -2.169 1.914 6.706 0.15 -0.31 0.44 -0.56
C -1.940 3.173 6.215 -0.12 0.49 -0.51 -0.44
C -1.842 3.390 4.837 0.29 0.58 0.26 -0.60
C -1.875 2.336 3.951 -0.27 -0.59 -0.45 0.04
H 0.244 -0.366 4.950 0.36 -0.02 -0.33 0.24
H 2.535 -0.685 5.612 0.15 -0.01 -0.04 0.40
H 4.398 -0.652 3.952 -0.21 0.00 -0.26 0.34
H 5.050 -0.436 1.597 -0.18 0.10 -0.44 0.39
H 4.313 -0.228 -0.865 0.04 0.05 0.15 0.44
H 1.922 0.159 -1.354 0.14 -0.26 0.00 0.72
H -2.241 -0.164 6.258 0.01 -0.15 -0.24 0.46
H -2.325 1.745 7.766 0.08 0.08 0.00 0.35
H -1.852 3.996 6.902 -0.09 0.32 0.09 0.38
H -1.695 4.401 4.464 -0.11 -0.15 0.04 0.40
H -1.884 2.468 2.848 0.20 0.04 0.72 -0.05
C -0.184 -3.008 -6.066 -0.57 0.21 -0.70 -1.59
C -0.602 -2.980 -4.632 -0.20 0.09 -0.09 0.81
C -1.580 -2.098 -4.226 -0.45 0.13 0.32 -0.46
C -1.956 -1.944 -2.894 0.55 0.23 0.00 1.04
C -2.972 -0.876 -2.583 -0.53 -0.40 -0.07 -1.77
C -1.293 -2.734 -1.927 0.16 -0.04 -0.79 1.23
C -1.542 -2.598 -0.499 0.15 0.87 1.03 -1.20
O -1.674 -1.534 0.120 -0.04 -1.41 -0.66 -0.36
C -0.289 -3.653 -2.333 -0.39 0.01 0.47 0.83
C 0.520 -4.442 -1.322 -0.14 -0.29 -0.26 -1.76
C 0.016 -3.774 -3.676 0.40 -0.15 0.06 -0.81
H -1.021 -3.218 -6.768 0.34 0.09 0.55 0.32
H 0.566 -3.756 -6.231 0.46 -0.41 -0.13 0.39
H 0.225 -2.039 -6.374 -0.02 -0.06 0.19 0.29
H -2.050 -1.449 -4.958 0.04 -0.03 0.00 0.38
H -3.816 -0.980 -3.286 0.16 -0.03 0.32 0.55
H -2.579 0.131 -2.740 0.20 -0.17 0.14 0.14
H -3.344 -0.945 -1.558 -0.05 0.14 -0.21 0.33
H -1.569 -3.536 0.111 -0.02 0.50 -0.33 0.36
H 1.183 -3.806 -0.732 -0.12 0.03 0.05 0.29
H 1.140 -5.167 -1.847 0.14 0.06 -0.09 0.41
H -0.095 -5.044 -0.647 -0.07 0.24 0.10 0.39
H 0.800 -4.471 -3.979 -0.16 0.19 0.07 0.23
Se -2.315 2.633 0.040 -0.01 0.09 0.04 -0.79
Br 1.154 5.284 -5.420 0.10 0.27 0.06 -0.25
C 1.140 4.270 -3.809 -0.05 0.06 -0.12 -0.02
C 1.548 4.816 -2.601 0.07 0.16 -0.40 -0.37
C 1.518 4.023 -1.465 0.01 0.86 0.44 -1.10
C 1.064 2.728 -1.517 -0.23 -0.39 -0.68 0.05
C 0.658 2.209 -2.742 -0.10 -0.34 -0.23 1.25
C 0.693 2.977 -3.907 0.29 0.00 1.28 -0.98
C 0.151 0.776 -2.897 0.14 1.32 0.42 -0.38
O 0.182 0.307 -4.020 -0.11 -0.74 -0.69 -0.77
O -0.259 0.210 -1.835 0.02 -0.73 0.49 -0.25
H 1.869 5.850 -2.576 0.01 -0.05 0.14 0.38
H 1.762 4.475 -0.507 0.13 -0.11 -0.11 0.38
H 1.012 2.114 -0.631 0.05 0.29 -0.06 0.41
H 0.373 2.544 -4.822 -0.18 -0.28 -0.59 0.68

---

19
Properties=species:S:1:pos:R:3:forces:R:3:mulliken_charge:R:1 method="wB97M-V/def2-TZVPD" homo_energy_ev="-7.76 / -7.61" relative_energy_kj_mol=393.45 homo_lumo_gap_ev="8.569 / 7.377"
C -0.577 -1.816 -0.212 -0.09 0.48 0.18 -0.48
C 2.542 0.748 -0.173 0.01 0.32 0.39 -1.12
C -2.305 0.012 0.410 -0.09 0.07 -0.25 -1.36
N 1.374 0.102 0.391 -0.97 0.31 -0.74 -0.31
N 0.628 -2.044 0.510 0.31 -1.48 0.15 -0.54
C 0.177 0.525 0.036 1.20 0.20 0.04 0.82
C -0.915 -0.380 0.046 -0.70 0.00 0.23 0.12
N -0.075 1.831 -0.399 0.06 -0.08 -0.02 -0.49
H 0.414 -1.937 1.504 0.11 0.21 -0.10 0.25
H 0.728 2.433 -0.486 0.01 -0.06 0.03 0.26
H -0.737 1.950 -1.148 0.00 -0.04 0.03 0.21
H -0.439 -2.030 -1.279 0.00 0.06 0.03 0.29
H -1.416 -2.440 0.136 0.16 -0.01 0.04 0.34
H 3.388 0.068 -0.066 -0.05 0.02 -0.03 0.30
H 2.449 1.025 -1.234 -0.11 -0.06 0.12 0.36
H 2.792 1.653 0.395 0.09 0.02 -0.07 0.34
H -3.037 -0.415 -0.287 0.02 0.09 0.06 0.34
H -2.567 -0.377 1.403 0.07 -0.03 -0.04 0.29
H -2.425 1.093 0.453 -0.04 -0.02 -0.03 0.40

---

85
Properties=species:S:1:pos:R:3:forces:R:3:mulliken_charge:R:1 method="wB97M-V/def2-TZVPD" homo_energy_ev=-5.06 relative_energy_kj_mol=187.07 homo_lumo_gap_ev=6.358 total_charge=-1
Cs -0.304 -1.129 1.189 0.17 0.25 -0.18 1.04
N 1.550 -6.072 2.695 1.09 -0.36 0.06 -0.54
C 1.202 -4.996 1.912 -0.34 0.62 -0.67 0.35
S 1.871 -3.483 2.464 -0.43 -0.44 -0.23 -0.51
N 0.444 -5.304 0.864 0.71 0.13 0.63 -1.10
N 0.108 -4.220 0.129 -0.04 0.65 0.68 0.45
C -0.634 -4.404 -0.882 -0.97 0.24 -1.02 0.31
C -1.153 -5.638 -1.450 -0.06 -1.65 -0.02 0.43
C -1.607 -6.698 -0.633 1.51 2.90 2.19 -0.41
C -2.258 -7.731 -1.174 -0.83 -2.41 -0.65 -0.58
C -2.445 -7.847 -2.544 0.12 0.72 -1.32 -0.29
C -1.942 -6.840 -3.406 0.04 -1.12 0.32 -0.67
C -1.235 -5.766 -2.838 -2.06 -1.90 1.12 -0.28
C -1.101 -3.206 -1.651 1.28 0.42 1.39 -0.40
C -2.443 -2.956 -1.937 0.20 0.36 -1.31 -0.55
C -2.708 -1.824 -2.726 0.24 -0.39 0.86 -0.72
C -1.724 -0.872 -2.962 1.01 -0.44 -0.42 -0.56
C -0.427 -1.219 -2.592 2.03 -0.11 0.69 -0.24
N -0.086 -2.373 -1.928 -1.31 1.72 -1.52 -0.01
H 2.445 -5.787 3.082 -0.21 -0.50 0.54 0.25
H 1.641 -6.945 2.178 -0.33 0.23 0.02 0.25
H -1.391 -6.526 0.472 -0.56 -0.73 -1.62 0.32
H -2.587 -8.579 -0.585 -0.11 0.22 0.28 0.34
H -3.006 -8.711 -2.928 0.36 0.48 0.03 0.33
H -2.066 -6.953 -4.507 0.11 0.28 1.01 0.33
H -1.017 -4.963 -3.438 0.99 1.72 -1.40 0.66
H -3.219 -3.696 -1.715 0.36 0.31 -0.08 0.51
H -3.666 -1.716 -3.173 -0.88 0.29 0.00 0.49
H -1.844 0.048 -3.540 -0.27 -0.36 0.18 0.65
H 0.481 -0.559 -2.838 -1.66 -0.82 0.44 0.24
O 7.150 2.938 -1.883 2.29 -0.60 -1.08 -0.68
N 6.119 3.233 -1.380 -2.30 -1.50 0.02 1.11
O 5.869 4.308 -0.929 -0.14 1.78 0.74 -0.65
C 5.044 2.176 -1.304 0.48 -0.40 0.18 -0.32
C 5.478 0.903 -1.619 1.29 3.07 0.01 -0.62
C 4.698 -0.198 -1.400 -2.15 -1.42 1.18 0.80
C 5.156 -1.520 -1.487 0.35 -0.47 0.45 -0.81
C 4.378 -2.532 -1.024 -1.09 -0.89 0.38 -0.69
C 3.078 -2.289 -0.528 -0.68 1.28 -0.71 -0.25
N 2.582 -1.026 -0.506 0.66 -1.68 0.82 0.14
C 3.410 -0.019 -0.804 -0.11 0.98 0.37 -0.39
C 2.986 1.349 -0.335 -0.12 -0.29 -1.78 0.14
N 1.800 1.483 0.273 0.22 -0.46 0.77 0.01
C 1.474 2.661 0.757 -1.41 0.60 0.55 -0.02
C 2.156 3.856 0.490 1.19 -0.09 -0.76 -0.18
C 3.262 3.767 -0.340 -0.38 -0.78 1.21 -0.96
C 3.752 2.487 -0.681 0.91 -0.72 -0.41 0.99
H 6.514 0.772 -1.936 -0.36 0.16 -0.02 0.47
H 6.172 -1.836 -1.690 0.15 0.70 -0.63 0.35
H 4.738 -3.555 -1.040 0.05 0.11 0.11 0.42
H 2.413 -3.096 -0.151 0.52 0.75 -0.44 0.06
H 0.546 2.732 1.361 0.64 -0.21 -0.49 -0.18
H 1.919 4.835 0.910 -0.46 -0.56 -0.06 0.57
H 3.843 4.627 -0.544 0.18 0.56 -0.35 0.54
C -0.539 5.709 -1.403 -1.88 2.58 1.91 -0.90
N -1.589 4.736 -1.493 1.46 -2.09 -1.62 0.03
C -2.868 4.877 -0.884 0.14 -1.28 1.42 -0.28
C -3.549 3.499 -1.160 -0.88 -0.09 0.89 -0.49
N -2.450 2.694 -1.624 0.97 -0.90 -0.88 0.06
C -1.355 3.445 -1.902 0.47 0.39 0.50 0.07
S 0.095 2.894 -2.579 -0.64 -0.05 0.12 -0.38
H -1.065 6.733 -1.501 1.06 -1.30 -0.52 0.30
H 0.271 5.538 -2.068 0.32 -0.14 -0.80 0.39
H -0.135 5.817 -0.372 -0.11 -0.60 -0.34 0.19
H -3.391 5.670 -1.340 -0.83 1.08 -0.33 0.47
H -2.694 5.037 0.191 -0.60 0.15 -0.25 -0.07
H -4.358 3.604 -1.922 0.53 -0.14 0.39 0.29
H -3.979 3.030 -0.239 0.27 0.61 -0.65 0.21
H -2.392 1.654 -1.702 -0.28 1.70 0.18 0.10
O -2.649 1.103 1.778 0.02 1.17 1.06 -0.83
C -2.399 2.192 2.365 -0.12 -2.50 -0.96 0.18
N -1.908 3.250 1.721 0.39 0.72 0.66 0.03
S -1.531 4.414 2.769 0.49 1.14 0.61 1.20
O -2.374 5.583 2.623 0.11 0.07 -0.37 -0.75
O -0.089 4.698 2.829 -1.54 -0.68 -0.11 -0.67
C -2.103 3.592 4.253 0.07 -0.63 1.65 0.08
C -2.122 3.916 5.634 -0.01 -0.97 -1.27 -0.65
C -2.363 2.892 6.558 0.71 0.20 0.73 -0.37
C -2.576 1.559 6.151 -0.74 0.92 -0.36 -0.56
C -2.802 1.331 4.799 0.04 -1.39 -0.15 -0.52
C -2.514 2.334 3.886 0.24 -0.01 -1.18 0.36
H -1.923 4.916 5.925 0.24 0.70 0.47 0.49
H -2.270 3.131 7.647 -0.18 -0.24 -1.09 0.29
H -2.669 0.743 6.862 -0.04 0.26 0.00 0.39
H -3.123 0.317 4.446 0.46 1.10 0.20 0.42

---

22
Properties=species:S:1:pos:R:3:forces:R:3:mulliken_charge:R:1 method="wB97M-V/def2-TZVPD" homo_energy_ev=-7.81 relative_energy_kj_mol=451.07 homo_lumo_gap_ev=8.656
C 0.967 0.215 -1.113 2.59 -0.39 1.71 -0.53
C 1.876 0.122 0.447 -2.14 1.22 -3.21 -0.56
C 1.923 -1.205 1.040 -3.15 -2.10 0.29 -1.16
O 0.731 1.562 -1.464 -0.08 0.20 0.03 -0.56
H 1.521 2.078 -1.264 -0.08 -0.08 -0.02 0.32
H 1.722 -0.241 -1.763 -0.08 0.10 -0.24 0.39
H 0.055 -0.338 -1.315 -0.06 0.02 0.65 0.34
H 2.828 0.497 0.072 0.14 0.27 0.20 0.47
H 1.376 0.868 1.060 0.17 0.11 0.14 0.30
H 2.612 -1.898 0.569 0.11 -0.08 0.06 0.33
H 0.588 -1.643 0.991 3.82 0.61 0.14 0.26
H 1.988 -1.215 2.124 0.54 0.09 0.14 0.34
C -2.280 0.150 -0.136 -0.15 0.10 -0.24 -0.41
N -2.141 1.588 -0.308 -0.01 0.01 -0.07 -0.63
C -1.222 -0.361 0.787 -0.24 -1.75 0.46 -0.36
N -0.820 -1.583 0.909 -1.58 1.33 0.02 -0.46
H -2.898 1.962 -0.866 0.07 -0.03 0.06 0.24
H -1.265 1.808 -0.773 -0.03 0.04 -0.02 0.26
H -1.233 -2.239 0.248 -0.12 0.14 -0.25 0.25
H -3.254 -0.043 0.335 0.13 -0.04 -0.03 0.38
H -2.258 -0.436 -1.073 0.01 0.04 0.17 0.31
H -0.816 0.352 1.494 0.15 0.20 0.00 0.47